No. 1
C18H45N3NaO6 as an isolated structure in a non-equilibrium geometry, computed with ωB97M-V/def2-TZVPD.

## Properties
Total charge: +1
F_max: 18.28 eV/A
LUMO: -2.36 eV
Energy relative to the best compared isomer or geometry (same formula, charge and spin): 1753.2 kJ/mol

Last column: Löwdin charge in e.
Positions of all 73 atoms, in Å:
N -1.387625 0.314679 -0.758904  -0.119
H 3.575655 -0.228481 -3.108944  0.127
H 1.172835 4.367189 0.272836  0.099
C -0.961085 1.414049 -1.731944  -0.073
H -1.691015 0.775279 0.087206  0.023
H -3.470855 -0.366361 2.217706  0.085
Na 0.266535 -0.060691 -0.082184  0.255
H 0.472535 -2.608521 5.523516  0.125
H -1.252085 0.922969 0.930786  0.032
C 2.432245 0.441109 -1.393764  -0.119
H -0.686735 1.718669 3.859916  0.132
H -3.351375 1.058329 1.032716  0.083
H 1.870765 -1.832341 -0.200094  0.137
H 3.632235 1.553039 -2.787314  0.141
H -2.637945 -1.905171 0.241136  0.112
H -0.160515 -0.872301 2.687676  0.079
C 2.504915 0.771049 -5.121924  -0.071
H 0.181605 -2.735961 3.715986  0.118
H -0.346475 -4.449421 -3.969314  0.103
H 0.234435 1.668559 1.395336  0.128
N 0.145325 -0.108481 3.273466  -0.038
H -0.846415 0.913359 -2.693334  0.131
H 0.040605 4.095409 0.758916  0.060
C 3.016855 0.653409 -2.795724  -0.203
H -3.987905 -2.017311 -0.873864  0.134
H 0.081565 -0.217721 5.357626  0.140
C -0.451425 -4.177901 -2.918904  -0.095
H -0.323015 -5.027761 -2.248574  0.101
C -3.936785 0.231099 1.434086  -0.106
N 1.179205 -0.361981 -1.317254  -0.188
H -1.725385 2.127539 -2.039954  0.149
H 3.220425 0.124679 -0.710584  0.154
H 0.990995 -0.406381 -2.308564  0.132
C 0.284075 2.262349 -1.532704  -0.210
H -4.851565 0.628309 1.873976  0.107
H 0.399805 -3.487961 -0.633534  0.141
O 2.099635 -2.144751 4.628166  -0.209
C -0.815125 1.585859 1.677616  -0.184
H 2.275185 -2.062121 -1.835394  0.148
C -0.991475 3.769799 0.628946  -0.138
H 1.951195 -0.077551 -5.523644  0.091
H 2.022565 -4.257101 4.944716  0.074
C 0.242605 -2.679171 -1.347154  -0.198
H -0.667715 -2.112341 -1.151914  0.097
C -2.387015 -0.454471 -1.352904  -0.226
O -4.276235 -0.487631 0.294526  -0.191
H -2.081625 -0.935071 -2.282344  0.132
H 1.966495 1.424839 -1.335074  0.065
H -1.163635 -1.237451 4.412086  0.125
H 0.212755 5.408399 -0.638484  0.129
H 0.978955 2.288819 -2.372064  0.138
H 0.714285 1.843169 -0.623134  0.092
H -3.113785 0.253739 -1.750834  0.132
H 3.587825 0.729989 -5.239044  0.102
C -3.260165 -1.329171 -0.443814  -0.094
H -1.457705 -3.764011 -2.854014  0.089
O -1.220935 2.943689 1.726076  -0.127
C -0.882955 0.942889 3.119806  -0.146
O 2.076495 0.925339 -3.790004  -0.215
H -1.412305 3.380649 -0.298174  0.094
H 1.593505 4.556939 -1.390484  0.115
O 0.393165 -3.119001 -2.644554  -0.163
H 3.594535 -3.574861 4.499086  0.083
C 0.737915 4.456959 -0.722594  -0.095
C 2.691425 -3.408161 5.086216  -0.096
C 0.582925 -2.148291 4.541626  -0.175
C -0.144265 -0.863931 4.509376  -0.223
O -0.204945 3.490649 -1.164234  -0.263
H 2.014965 1.496659 -5.771184  0.093
H -1.925355 0.666659 3.278546  0.098
H 2.897015 -3.506361 6.152136  0.081
H -1.707035 4.574709 0.796866  0.129
C 1.444435 -1.754661 -1.200244  -0.166

Force components x, y, z for each atom (eV/Å):
N -2.2333 2.4612 -2.9694
H 0.5008 -0.0297 -0.0257
H 1.0053 -0.6058 -0.6312
C -0.6478 -1.0484 -2.1893
H -2.0511 -0.3929 -2.6847
H 0.4552 -0.0679 -0.0718
Na -4.3680 1.4825 15.5687
H -1.4849 -0.3395 -0.2487
H 0.6181 1.3562 3.7820
C -0.7585 1.2337 -1.5445
H 0.1671 0.1399 -0.1913
H 0.3228 0.5093 1.0896
H 0.1064 -0.6733 0.5657
H 0.7753 -0.2766 0.5875
H -0.0077 -0.0403 0.4925
H 0.2372 -0.0177 -1.3988
C -1.2301 -0.4994 -0.8057
H 0.5302 -0.6356 -0.1033
H 0.3453 -0.2526 0.1752
H 0.8414 -0.4717 0.0447
N -1.3388 -0.3028 -0.0867
H 0.2054 -0.4844 0.0414
H -2.2824 -0.7406 0.7004
C 1.2693 -0.9700 -0.6425
H 0.7321 0.0461 -0.8603
H -0.4242 -0.1903 0.1834
C -1.4017 -0.0009 -1.0679
H 0.0848 -0.0652 0.0009
C 0.1493 0.4298 -0.5163
N 9.9710 -2.7452 -15.0703
H -0.7316 -0.0671 0.7842
H -0.2377 0.3394 0.2221
H -0.8650 0.9407 -0.8062
C -1.3115 -0.4543 1.7981
H -0.0448 0.0440 -0.1963
H -0.4770 -0.2580 0.1155
O -0.9960 -0.1648 -0.6074
C 1.3815 1.5333 2.3396
H -0.2437 -0.3956 -0.2710
C -4.7432 -0.0292 4.3204
H 0.8315 -0.9411 0.0738
H -0.2351 -0.0110 -0.6000
C 2.1117 0.8246 0.2716
H -0.4076 -0.3958 -0.0642
C -3.8567 -0.0876 -1.7203
O 0.4659 -2.1077 -1.4213
H 0.5565 -0.5502 0.2510
H 2.1041 -0.4139 1.5574
H -0.5570 0.4589 0.8918
H 0.0822 -0.0083 -0.4376
H -0.2611 -0.0324 -0.0906
H 0.5997 0.6463 -0.0414
H -0.6199 0.0352 -0.3214
H -0.1690 -0.0225 -0.0724
C -1.0689 1.4443 1.7047
H -0.5731 -0.5210 0.2501
O -1.7576 -2.4363 2.3701
C 0.4210 1.2305 -1.2600
O -1.6248 0.2993 0.6982
H -1.0911 -0.2275 2.4260
H -0.1528 0.0040 -0.6294
O 0.3679 -0.0081 -0.5875
H -0.0541 0.1219 0.1511
C 1.8874 1.4181 -2.3304
C -1.0387 0.3203 -0.6505
C 3.1805 -1.4033 1.9673
C 1.0928 1.0276 0.0509
O 5.0911 2.1363 -5.8649
H 0.6098 0.9775 0.4155
H -0.0214 -0.5691 0.1845
H 0.1970 0.9402 0.1849
H 0.4277 0.8543 0.3862
C 1.6427 -1.2999 2.4339

=====

No. 2
C18H46AlBeBr2F2GaN5O9P as an isolated structure in a non-equilibrium geometry, computed with ωB97M-V/def2-TZVPD.

## Properties
Total charge: +2
F_max: 10.27 eV/A
LUMO: -10.20 eV

Last column: Löwdin charge in e.
Positions of all 86 atoms, in Å:
H -6.681460 -0.907216 -0.658608  0.092
C 2.746606 -1.062384 0.752816  -0.143
H 1.668551 0.540930 -8.407332  0.151
H -4.592020 -0.109726 6.638003  0.096
C -5.910874 -0.149605 -0.492866  -0.103
Br 2.411251 5.189452 3.516588  0.789
Al 0.971597 4.843419 -2.675597  0.765
H 1.419587 -3.330165 -4.400977  0.082
C -1.047951 0.990265 3.564509  -0.103
H -1.465940 -0.016664 3.461582  0.083
N 0.168296 1.128245 2.769889  -0.318
O -0.835586 -5.306511 -1.733488  -0.143
H 2.581631 -2.050728 1.208217  0.078
C -0.195555 -0.360706 -7.873078  -0.212
H 4.061625 1.087589 0.676468  0.094
F -0.696057 0.757867 -6.997518  -0.057
H -1.995377 -3.542989 -4.637824  0.071
N 2.194574 0.803360 4.028202  -0.285
H 3.935602 6.067513 0.101711  0.080
H 2.822776 2.417124 5.245360  0.095
C 2.097942 -1.215100 -7.261430  -0.304
H 2.487871 2.864385 3.588394  -0.052
P 1.264768 -0.146642 2.844412  0.777
H 1.964890 0.627387 -4.820762  -0.096
H 2.051178 -0.935697 -0.082831  0.068
H -3.505986 1.437878 -0.094130  0.092
H 3.766851 -1.093719 0.343955  0.084
C -2.764074 1.230426 -0.870837  -0.104
N 2.598375 0.012721 1.756105  -0.303
C -3.000179 0.347618 6.815161  -0.669
O -1.147343 -1.220968 -8.304124  0.031
H -1.771561 1.527307 -0.520959  0.066
H 3.707847 0.424403 5.484594  0.086
O -1.951283 0.923939 6.449761  0.162
H 2.397701 1.552557 0.309450  0.068
Be -0.701342 -5.449748 -4.871482  0.914
C 2.164046 2.204283 4.395034  -0.174
H -4.074862 -2.296215 0.993451  0.126
H 3.340980 -0.926798 4.430066  0.078
H -5.356057 0.020445 -1.418901  0.080
H -3.015996 1.820837 -1.755963  0.089
Br 1.837377 4.777257 -0.106352  0.611
Ga 2.255289 -0.895480 -5.225335  0.446
C 3.442032 0.163698 4.454887  -0.130
H 1.086760 -2.042175 -2.979628  0.090
H 3.945022 4.122893 1.856530  0.048
H 1.172033 2.509484 4.738620  0.085
C -2.747523 -1.011196 -0.101805  -0.189
H -6.394840 0.786767 -0.201736  0.094
O -5.056192 -0.560739 0.569720  -0.190
C 0.202100 2.398732 2.083433  -0.145
H -2.358000 -0.493498 0.783028  0.114
N 1.269348 -0.418253 -8.245222  0.066
H -2.160274 -2.089276 -3.397084  0.129
H 0.931061 -6.084892 -2.444654  0.096
C -0.112727 -6.378983 -2.309154  -0.167
H -0.631537 2.496414 1.379468  0.076
O 2.844503 -2.226323 -7.782382  -0.034
F -5.017186 -1.237590 8.072514  -0.085
H 2.646797 6.827824 1.070979  0.076
H -0.425224 -5.114278 -0.873159  0.113
C 3.066016 1.234918 1.122055  -0.143
H 4.276746 0.444762 3.803314  0.083
H 1.104804 2.582738 1.514990  -0.010
C 1.045865 -2.234607 -4.134749  -0.235
H 3.820301 -1.155893 -4.850488  -0.044
C -4.144093 -1.585658 0.166679  -0.189
H -1.832945 1.691290 3.262891  0.099
C 3.141903 5.882800 0.831542  -0.575
H -0.549705 -6.621057 -3.280719  -0.023
H -0.832795 1.163351 4.622074  0.059
H -0.827463 -3.500704 -3.127583  0.055
C -1.396916 -2.814737 -3.909790  -0.129
O 0.455942 -0.973035 1.814647  -0.304
H 4.574710 5.688712 2.430261  0.082
H 3.203089 2.051740 1.822233  0.042
H 0.128708 3.230118 2.795890  0.068
N -0.343671 -2.112397 -4.744595  -0.163
O -4.057830 0.429836 6.020444  0.187
C 3.691754 5.169004 2.045029  -0.618
H -0.174326 -7.253123 -1.656380  0.113
H -2.067746 -1.837759 -0.333070  0.113
O -2.751135 -0.144456 -1.240464  -0.213
H -4.523040 -2.124823 -0.709178  0.123
H -0.588238 -1.111269 -4.941313  0.109
O -3.263797 -0.328506 7.838591  0.280

Force components x, y, z for each atom (eV/Å):
H -0.0334 0.0344 -0.1131
C 0.1435 -0.5003 0.4969
H -0.5988 -1.0931 0.4468
H -2.1815 -0.0758 -1.2138
C -0.1093 0.0737 0.2115
Br 0.1090 0.9430 -0.3238
Al -0.0412 0.0611 -0.2819
H -0.0853 1.9009 0.1864
C 0.1189 -0.4264 -0.0380
H 0.0620 0.0313 0.0644
N -1.8808 1.7722 0.2935
O 0.0783 0.1267 -0.0434
H -0.1190 0.4619 -0.2294
C -5.0981 -3.8446 -2.2547
H -0.2342 -0.1986 0.0986
F 1.9249 -2.8606 -2.3237
H 0.7458 0.5589 0.4678
N 0.6820 -2.9223 0.2413
H -0.1638 -0.0971 0.0997
H 0.0063 -0.4052 -0.1061
C 3.1315 -6.2883 -3.9595
H -0.2076 -0.6724 -0.0127
P 1.2044 5.3582 -4.7963
H -0.4325 -0.1827 -0.1586
H -0.1305 -0.0365 -0.0294
H 0.0724 -0.0655 -0.0332
H -0.1325 0.3333 0.2371
C -0.1091 -0.1501 -0.2459
N 0.8739 -1.0896 -1.0772
C 0.3944 3.4156 -5.8842
O 7.3205 6.2963 3.5106
H 0.0800 0.0694 0.1377
H -0.1838 0.0222 -0.1010
O -1.2886 -1.9783 2.8062
H -0.0375 0.0090 0.0022
Be -0.0673 0.6876 0.1961
C -1.0670 -0.1114 0.6228
H 0.0388 -0.0440 0.0122
H 0.1244 0.2072 -0.0884
H 0.0139 -0.0373 0.0102
H 0.0182 -0.1514 0.0313
Br -0.3471 -0.2728 0.1758
Ga 1.6858 0.7952 0.3356
C 0.1710 -0.4825 0.2514
H -0.2817 -0.6330 -1.9934
H 0.0141 0.2378 -0.0743
H -0.0002 0.1429 -0.2597
C -0.4299 -0.3192 -0.2465
H 0.0822 -0.1848 0.0693
O 0.3241 -0.1740 -0.5090
C 0.2938 0.0196 -0.0020
H -0.0726 -0.0648 -0.0971
N -2.4507 0.6443 1.5220
H 1.1488 -1.5082 -0.9239
H 0.0927 -0.2770 -0.2299
C 0.6203 0.6697 1.4499
H -0.1615 -0.0879 0.0044
O -4.7377 6.8072 3.3783
F 2.6879 1.7212 -0.9289
H -0.0206 -0.3312 -0.0249
H -0.3037 -0.0120 -0.3152
C 0.5819 -0.0275 0.5432
H -0.0447 0.0243 0.0381
H 0.1214 -0.3027 0.1107
C -1.5563 -1.9778 0.1892
H -0.6792 -0.2855 0.0733
C 0.1642 0.5703 0.4092
H 0.2795 -0.0154 -0.1020
C 0.9907 0.7025 0.1121
H -0.4282 -0.3556 -0.4525
H -0.1380 0.0310 0.1439
H -1.5259 1.6076 -1.3962
C 1.6947 0.6293 0.7907
O -0.0738 -2.4151 3.3912
H -0.1685 -0.0061 -0.2839
H -0.2606 0.1248 0.2346
H -0.1272 0.0047 0.0079
N -0.2781 0.2601 2.3249
O 0.1524 -0.5581 1.0129
C -0.2669 -0.0822 0.4193
H 0.0004 -0.2946 -0.4790
H 0.0315 0.0095 0.0797
O -0.0037 0.2566 0.2437
H 0.0517 0.0957 -0.0073
H 0.0064 -1.2827 -0.1789
O 0.2201 -2.5351 4.3342

=====

No. 3
A 3-piece molecular cluster, C18H46N2O2P overall in a non-equilibrium geometry, computed with ωB97M-V/def2-TZVPD.

## Properties
Total charge: -1
F_max: 8.75 eV/A
LUMO: 2.79 eV

Last column: Löwdin charge in e.
Positions of all 69 atoms, in Å:
H 3.474640 0.167088 3.393995  0.095
H -0.549078 3.506734 0.885141  -0.083
H -4.674397 3.597075 -0.601359  0.109
H 2.484348 -0.976330 2.500593  0.121
O -5.077849 -0.827144 -0.314876  -0.029
H 1.089612 -4.124584 -6.249192  0.069
C 2.973265 -0.803011 3.466046  -0.268
C -0.940183 -1.706757 -3.462323  -0.097
H 4.659280 -1.726912 4.504934  0.059
C 3.299241 0.493451 6.262603  -0.097
H 0.025181 -0.639342 -5.053635  0.094
H 4.069066 0.706382 5.516241  0.066
H -4.215279 2.328290 1.629098  0.076
H 1.876866 1.773434 3.444768  0.069
C -4.402369 2.444335 -0.703139  -0.264
H 0.298905 0.012399 -3.445356  0.104
H 3.601853 -1.301802 -3.904459  0.109
H -0.757005 -2.014460 -2.426759  0.072
H 0.163661 1.396675 1.213246  0.056
H 0.107314 -0.228192 -0.631827  0.063
C -5.942027 0.188601 -0.250475  -0.285
C 1.590564 -2.954412 -4.510604  -0.253
H -6.757564 2.332079 -0.791589  0.116
H -1.840182 -1.083064 -3.471817  0.077
C 0.793799 0.030276 4.209390  -0.247
O -7.190035 -0.062882 0.539474  -0.059
H 0.375318 -2.514938 -6.281500  0.067
H 0.007984 -0.145207 4.955023  0.112
H -1.751447 2.952692 -0.664194  -0.063
H 0.905215 -3.612832 -3.963578  0.101
C 4.028978 -1.892685 3.625552  -0.101
H -3.389796 0.860258 0.740011  0.053
H 3.594759 0.607908 -5.554527  0.068
H -3.631416 2.358785 -1.594686  0.096
H -1.433662 0.436041 1.608094  0.070
H 3.564968 -2.881732 3.709868  0.077
C 1.022110 1.532425 4.082972  -0.093
H 1.906000 0.272268 -5.929591  0.068
C -0.878734 0.435460 -0.660282  -0.206
H 1.171277 2.000625 5.059476  0.052
H -5.830135 1.427250 -2.160487  0.123
H 0.140457 2.003460 3.637657  0.056
H -1.155482 -2.599087 -4.058533  0.060
C -3.613193 2.008452 0.665463  -0.393
H 2.580882 -3.390543 -4.327534  0.112
H 3.023919 -1.618765 6.116475  0.096
H 4.686874 -1.905288 2.750284  0.069
H -1.924673 2.875807 2.220671  -0.073
H -0.803380 1.185329 -1.557220  0.052
H 3.813567 0.303896 7.211807  0.067
P -1.867294 2.865529 0.781247  0.239
H 2.645409 0.075691 -3.451367  0.112
H 3.164046 -0.932576 -6.279486  0.051
C 0.242695 -0.920091 -4.018489  -0.267
N 1.955534 -0.808648 4.519662  -0.191
H 2.103861 -2.738160 -6.617784  0.050
H 1.595280 -0.768179 6.591058  0.112
H 2.693047 1.390212 6.404907  0.053
N 1.523415 -1.622324 -3.906502  -0.186
C 2.443651 -0.714588 5.896905  -0.256
H -1.788569 -0.294785 -0.757467  0.061
H 0.362460 -0.324381 3.263926  0.096
C 1.270882 -3.073448 -5.996794  -0.096
C -0.943879 1.185351 0.821535  -0.462
H -7.239063 0.556419 1.325939  0.109
H -2.443907 4.188930 0.753979  -0.081
C -5.804448 1.645909 -0.987136  -0.136
C 2.682210 -0.761016 -4.161511  -0.253
C 2.832655 -0.177352 -5.561962  -0.098

Force components x, y, z for each atom (eV/Å):
H 0.1358 0.1494 -0.1082
H 0.2464 0.3418 -0.0652
H 0.5779 -2.4144 -0.2560
H -0.2093 0.1780 0.2182
O -5.6895 6.6527 0.0345
H 0.0082 0.0926 0.0254
C -0.1109 -0.2005 0.2493
C 0.0232 -0.1576 0.0020
H -0.0543 -0.0583 -0.0590
C 0.1218 0.2768 0.3226
H -0.1015 0.0930 -0.2063
H -0.0943 -0.0272 0.0051
H 0.9355 -0.5629 -1.8443
H -0.0827 -0.0364 0.0439
C 0.5094 0.3035 0.8756
H 0.2636 -0.1254 -0.0775
H -0.1998 -0.1386 -0.0333
H 0.0040 0.0840 -0.2016
H -2.2046 -0.4595 -0.9150
H -2.0256 1.2022 -0.4049
C 3.1507 -4.3278 0.4881
C -0.2718 0.0342 0.3562
H 2.0448 -1.7389 -0.0478
H 0.1676 -0.0569 0.0220
C -0.1365 -0.1255 -0.2964
O 2.4726 1.3071 -0.5015
H 0.0775 -0.0031 0.0718
H 0.2371 -0.0932 0.0509
H -0.1079 -0.2736 -0.5452
H -0.0285 0.1932 -0.0040
C 0.0385 -0.0461 0.1264
H -0.8900 2.0726 -0.4153
H -0.0471 -0.0262 0.0191
H -1.7919 -0.0392 1.7334
H 0.9553 1.3846 -1.6270
H 0.0210 0.1606 0.0431
C -0.1283 0.2982 0.1167
H 0.0715 -0.0740 0.0622
C 0.8507 -0.6817 1.2185
H 0.0823 -0.0111 -0.0794
H -0.0954 0.1570 2.5255
H 0.0747 -0.0599 -0.0440
H 0.0207 0.0395 0.0364
C -1.3252 -0.5104 -0.0389
H -0.0220 0.3050 0.0513
H 0.0087 0.0316 -0.1453
H -0.0879 0.0500 0.0919
H -0.2033 -0.2556 0.7609
H -0.2872 -1.3460 1.7862
H -0.0281 0.0021 -0.0715
P 0.7049 0.1942 0.0646
H -0.1999 -0.1496 -0.0292
H -0.1090 0.0935 0.0105
C -0.0192 -0.2079 0.2296
N -0.2236 -0.1260 0.1367
H -0.1377 0.0612 -0.0139
H -0.0683 0.0610 -0.3217
H 0.1254 -0.0315 -0.1302
N 0.4504 0.0361 0.0137
C 0.1292 -0.3360 -0.2634
H 1.6107 1.5064 -0.0834
H 0.2024 -0.0141 0.0791
C 0.0501 -0.2090 -0.3589
C 1.1581 -2.0380 -0.0898
H 0.3374 -0.6949 -1.5551
H -0.5843 0.4681 0.0467
C -0.2951 -0.2674 -1.1135
C -0.1933 0.0361 0.3657
C 0.1860 0.0580 -0.3366

=====

| no. | HOMO level (eV) | frontier orbital gap (hartree) |
| --- | --- | --- |
| 1 | -11.41 | 0.3326 |
| 2 | -11.77 | 0.0577 |
| 3 | -3.39 | 0.2273 |